Entry 1:
{"formula": "C5H10BN2O4", "method": "wB97M-V/def2-TZVPD", "total_energy_ha": -631.591581, "homo_energy_ha": -0.516, "relative_energy_ev": 3.801, "gap_ev": 9.10, "lumo_energy_ev": -4.954, "charge": 1, "species": ["B", "C", "C", "C", "C", "C", "N", "N", "O", "O", "O", "O", "H", "H", "H", "H", "H", "H", "H", "H", "H", "H"], "coordinates": [[-2.691, -1.525, 2.464], [-0.488, -1.673, -1.031], [-1.035, -1.359, 0.164], [0.274, 0.308, -0.270], [1.309, -0.679, -2.347], [1.257, 1.427, 0.014], [0.319, -0.633, -1.261], [-0.634, -0.187, 0.597], [-2.086, -0.320, 2.854], [-3.556, -2.197, 3.234], [0.586, 2.204, 1.010], [-2.624, -2.121, 1.272], [-0.466, -2.524, -1.745], [1.727, -1.755, -2.507], [0.979, -0.324, -3.326], [2.262, -0.041, -2.171], [2.025, 0.906, 0.448], [1.416, 1.913, -0.936], [-0.874, 0.323, 1.488], [-2.012, -0.194, 3.861], [-4.348, -1.678, 3.602], [-0.025, 2.947, 0.837]]}

Entry 2:
{"formula": "C5H10BrFN3", "method": "wB97M-V/def2-TZVPD", "total_energy_ha": -3034.153124, "homo_energy_ha": [-0.384, -0.545], "gap_ev": [5.09, 7.74], "lumo_energy_ev": [-5.360, -7.080], "charge": 1, "spin_multiplicity": 3, "species": ["C", "C", "C", "C", "C", "N", "N", "N", "F", "Br", "H", "H", "H", "H", "H", "H", "H", "H", "H", "H"], "coordinates": [[-1.419, 1.605, -1.877], [-0.866, 1.589, 0.308], [2.216, -1.895, 0.954], [0.919, -1.071, 1.227], [0.098, -1.365, 0.048], [-0.996, 2.454, -0.866], [-1.434, 0.350, -0.014], [-1.643, 0.431, -1.355], [-1.705, 2.067, 1.292], [0.054, 3.999, -1.129], [-1.842, 1.901, -2.843], [0.091, 1.526, 0.785], [2.349, -2.449, 1.857], [2.068, -2.609, 0.082], [3.120, -1.391, 0.824], [0.943, 0.020, 1.438], [0.442, -1.608, 2.003], [0.456, -1.187, -0.959], [-0.690, -2.085, -0.004], [-2.160, -0.282, -1.771]]}

Entry 3:
{"formula": "C5H10BrIO3S", "method": "wB97M-V/def2-TZVPD", "total_energy_ha": -3691.961771, "homo_energy_ha": [-0.299, -0.306], "gap_ev": [6.32, 7.14], "lumo_energy_ev": [-1.827, -1.193], "species": ["C", "C", "C", "C", "C", "O", "O", "O", "S", "Br", "I", "H", "H", "H", "H", "H", "H", "H", "H", "H", "H"], "coordinates": [[2.269, 1.972, -2.482], [-1.019, -2.443, 1.817], [2.150, 1.536, -1.086], [-1.885, -1.149, 1.711], [-2.132, -0.890, 0.191], [0.829, -0.095, 0.525], [-0.281, 1.642, -0.820], [-1.316, -0.073, 2.222], [0.692, 0.446, -0.824], [-2.827, -2.144, -0.941], [-2.482, 1.028, -0.322], [3.184, 2.682, -2.490], [2.359, 1.053, -3.148], [1.351, 2.584, -2.620], [-0.172, -2.319, 1.171], [-1.573, -3.246, 1.478], [-0.737, -2.489, 2.803], [1.918, 2.293, -0.357], [3.007, 0.932, -0.771], [-2.914, -1.293, 2.038], [-0.419, -0.026, 1.904]]}

Entry 4:
{"formula": "C5H10Cl", "method": "wB97M-V/def2-TZVPD", "total_energy_ha": -656.594981, "homo_energy_ha": [-0.373, -0.399], "relative_energy_ev": 0.862, "gap_ev": [11.20, 7.88], "lumo_energy_ev": [1.047, -2.973], "spin_multiplicity": 2, "species": ["Cl", "H", "C", "C", "C", "C", "C", "H", "H", "H", "H", "H", "H", "H", "H", "H"], "coordinates": [[3.704, 0.000, 1.161], [2.205, 0.000, 0.331], [1.295, 0.000, -0.335], [0.289, -1.102, 0.059], [-0.688, 0.000, 0.402], [0.289, 1.103, 0.058], [-2.021, 0.000, -0.376], [1.630, 0.000, -1.376], [0.030, -1.821, -0.798], [0.696, -1.642, 0.951], [-0.890, 0.000, 1.459], [0.696, 1.642, 0.950], [0.030, 1.821, -0.798], [-1.875, 0.000, -1.479], [-2.696, -0.844, -0.104], [-2.696, 0.843, -0.104]]}

Entry 5:
{"formula": "C5H10Cl10", "method": "wB97M-V/def2-TZVPD", "total_energy_ha": -4798.385692, "homo_energy_ha": -0.402, "relative_energy_ev": 0.855, "smiles": "ClCCl.ClCCl.ClCCl.ClCCl.ClCCl", "gap_ev": 11.26, "lumo_energy_ev": 0.324, "species": ["C", "Cl", "Cl", "H", "H", "C", "Cl", "Cl", "H", "H", "C", "Cl", "Cl", "H", "H", "C", "Cl", "Cl", "H", "H", "C", "Cl", "Cl", "H", "H"], "coordinates": [[-6.694, 1.027, -1.145], [-6.438, 0.795, -2.941], [-5.299, 0.449, -0.140], [-6.860, 2.076, -0.898], [-7.564, 0.384, -1.007], [0.204, -4.464, 4.818], [0.075, -5.441, 3.295], [0.359, -2.718, 4.483], [-0.684, -4.684, 5.411], [1.041, -4.686, 5.480], [7.305, 7.154, 3.204], [7.449, 6.705, 4.890], [8.917, 7.523, 2.421], [7.002, 6.272, 2.639], [6.727, 8.071, 3.094], [1.466, 1.072, -1.102], [2.802, 1.788, -0.206], [0.939, 2.087, -2.460], [1.792, 0.128, -1.536], [0.638, 0.783, -0.454], [-2.724, -4.785, -5.638], [-3.476, -6.229, -4.915], [-1.125, -4.430, -5.010], [-2.523, -4.998, -6.688], [-3.330, -3.881, -5.594]]}

Entry 6:
{"formula": "C5H10Cl10F18P3V", "method": "wB97M-V/def2-TZVPD", "total_energy_ha": -8564.901372, "homo_energy_ha": [-0.273, -0.330], "relative_energy_ev": 0.000, "gap_ev": [9.49, 11.02], "lumo_energy_ev": [2.066, 2.052], "charge": -1, "spin_multiplicity": 4, "species": ["V", "P", "F", "F", "F", "F", "F", "F", "P", "F", "F", "F", "F", "F", "F", "P", "F", "F", "F", "F", "F", "F", "C", "Cl", "Cl", "H", "H", "C", "Cl", "Cl", "H", "H", "C", "Cl", "Cl", "H", "H", "C", "Cl", "Cl", "H", "H", "C", "Cl", "Cl", "H", "H"], "coordinates": [[3.255, -22.737, -8.389], [3.243, -21.220, -10.837], [2.408, -20.964, -9.443], [1.864, -21.117, -11.683], [3.523, -19.649, -10.880], [4.075, -21.491, -12.156], [4.560, -21.426, -9.880], [3.021, -22.823, -10.577], [0.740, -24.249, -7.605], [1.159, -22.689, -7.351], [0.804, -24.550, -6.018], [-0.829, -23.916, -7.409], [0.315, -25.758, -7.978], [0.707, -23.860, -9.171], [2.344, -24.572, -7.815], [5.011, -22.239, -6.063], [6.441, -22.853, -5.666], [4.305, -22.558, -4.675], [5.566, -20.846, -5.493], [3.659, -21.536, -6.628], [5.619, -22.010, -7.579], [4.378, -23.641, -6.670], [6.953, -24.975, -9.613], [5.258, -24.419, -9.471], [7.508, -25.532, -8.044], [7.014, -25.758, -10.366], [7.619, -24.202, -9.988], [2.076, -22.992, -14.584], [1.011, -24.367, -14.256], [2.460, -22.900, -16.318], [1.593, -22.065, -14.297], [2.998, -23.098, -14.025], [0.177, -18.657, -11.508], [-0.293, -17.564, -12.825], [-0.265, -17.921, -9.969], [-0.261, -19.632, -11.678], [1.257, -18.719, -11.527], [3.966, -17.938, -13.765], [5.217, -16.968, -12.942], [2.981, -16.962, -14.824], [4.431, -18.787, -14.248], [3.330, -18.224, -12.934], [5.182, -16.845, -8.487], [5.805, -17.950, -7.256], [6.437, -15.704, -9.028], [4.781, -17.388, -9.336], [4.398, -16.249, -8.033]]}

Entry 7:
{"formula": "C5H10Cl2Si", "method": "wB97M-V/def2-TZVPD", "total_energy_ha": -1406.417967, "homo_energy_ha": -0.347, "relative_energy_ev": 2.821, "smiles": "C[Si](C)(Cl)Cl.C=C=C", "gap_ev": 10.08, "lumo_energy_ev": 0.632, "species": ["C", "C", "C", "C", "C", "Si", "Cl", "Cl", "H", "H", "H", "H", "H", "H", "H", "H", "H", "H"], "coordinates": [[-2.866, 0.594, 1.310], [-3.346, 0.159, 0.161], [3.181, 0.381, -1.244], [1.798, -0.689, 1.453], [-3.864, -0.253, -0.987], [1.553, -0.075, -0.373], [0.571, -1.520, -1.624], [0.125, 1.383, -0.228], [-1.765, 0.777, 1.507], [-3.519, 0.920, 2.038], [2.883, 0.639, -2.289], [3.777, 1.315, -0.862], [3.886, -0.480, -1.319], [2.248, -1.639, 1.676], [2.427, 0.153, 1.902], [0.793, -0.626, 1.998], [-3.810, 0.213, -1.923], [-4.072, -1.253, -1.194]]}

Entry 8:
{"formula": "C5H10ClN", "method": "wB97M-V/def2-TZVPD", "total_energy_ha": -711.401154, "homo_energy_ha": -0.354, "relative_energy_ev": 1.478, "smiles": "C/C=N/C(C)(C)Cl", "gap_ev": 10.53, "lumo_energy_ev": 0.908, "species": ["C", "C", "C", "C", "C", "N", "Cl", "H", "H", "H", "H", "H", "H", "H", "H", "H", "H"], "coordinates": [[-1.068, 0.408, -1.061], [-1.559, 0.165, -2.404], [2.068, 0.324, 0.762], [-0.082, -0.994, 1.713], [0.529, 0.148, 0.885], [-0.008, -0.125, -0.662], [-0.041, 1.742, 1.583], [-1.718, 1.112, -0.469], [-0.899, -0.737, -2.833], [-1.386, 1.075, -3.030], [-2.528, -0.290, -2.204], [2.257, 0.607, -0.339], [2.635, -0.690, 0.966], [2.469, 1.097, 1.303], [0.207, -0.926, 2.714], [-1.118, -0.942, 1.794], [0.243, -1.974, 1.284]]}

Entry 9:
{"formula": "C5H10ClN2OP", "method": "wB97M-V/def2-TZVPD", "total_energy_ha": -1182.790616, "homo_energy_ha": -0.349, "relative_energy_ev": 0.747, "smiles": "CN(C)C(=O)CCl.N#CP", "gap_ev": 10.27, "lumo_energy_ev": 0.789, "species": ["C", "C", "C", "C", "C", "N", "N", "O", "P", "Cl", "H", "H", "H", "H", "H", "H", "H", "H", "H", "H"], "coordinates": [[-2.111, -0.665, 0.849], [1.219, 1.712, 0.384], [-0.467, 1.234, -1.308], [1.710, -1.115, 0.717], [0.621, -0.606, -0.212], [-1.803, 0.008, 1.725], [0.495, 0.714, -0.364], [-0.087, -1.422, -0.795], [-2.507, -1.627, -0.576], [3.319, -0.602, 0.142], [2.117, 2.032, -0.151], [0.569, 2.575, 0.528], [1.511, 1.343, 1.364], [-1.308, 1.688, -0.781], [0.005, 1.988, -1.939], [-0.835, 0.421, -1.925], [1.695, -2.204, 0.706], [1.582, -0.749, 1.735], [-3.775, -1.936, -0.042], [-1.951, -2.790, -0.058]]}

Entry 10:
{"formula": "C5H10ClO3PS", "method": "wB97M-V/def2-TZVPD", "total_energy_ha": -1622.009994, "homo_energy_ha": -0.327, "relative_energy_ev": 0.000, "smiles": "CC(C)/C(=C/Cl)SP(=O)(O)O", "gap_ev": 9.15, "lumo_energy_ev": 0.263, "species": ["C", "C", "C", "C", "C", "O", "O", "O", "P", "S", "Cl", "H", "H", "H", "H", "H", "H", "H", "H", "H", "H"], "coordinates": [[-0.543, -1.650, 0.808], [-0.091, -0.914, -0.190], [2.028, 0.123, 0.864], [0.056, 1.422, 0.236], [0.894, 0.240, -0.159], [-3.596, -0.171, -2.498], [-3.354, -2.635, -2.270], [-3.674, -1.065, -0.163], [-3.116, -1.236, -1.464], [-0.937, -0.890, -1.792], [-1.653, -2.977, 0.670], [-0.225, -1.363, 1.802], [1.539, 0.180, 1.774], [2.729, 1.054, 0.718], [2.550, -0.936, 0.862], [-0.392, 1.486, 1.290], [-0.764, 1.262, -0.493], [0.553, 2.406, -0.134], [1.180, 0.480, -1.180], [-3.046, -0.058, -3.334], [-3.082, -3.494, -1.820]]}

Entry 11:
{"formula": "C5H10F2O", "method": "wB97M-V/def2-TZVPD", "total_energy_ha": -471.320640, "homo_energy_ha": [-0.315, -0.309], "relative_energy_ev": 4.814, "gap_ev": [8.99, 8.83], "lumo_energy_ev": [0.407, 0.416], "species": ["C", "C", "C", "C", "C", "O", "F", "F", "H", "H", "H", "H", "H", "H", "H", "H", "H", "H"], "coordinates": [[1.729, -0.555, -1.764], [0.503, -0.672, 1.629], [-0.582, 1.674, -0.067], [0.060, -0.710, 0.269], [-0.989, 0.301, -0.234], [-2.131, 0.130, 0.576], [-0.419, -1.950, -0.110], [-1.342, 0.024, -1.505], [0.756, -0.506, -2.328], [2.023, -1.591, -1.779], [2.270, 0.361, -1.257], [-0.198, -0.632, 2.455], [1.074, 0.299, 1.924], [1.099, -1.568, 1.896], [-1.451, 2.198, 0.069], [0.121, 2.050, -0.935], [0.046, 1.756, 0.839], [-2.569, -0.610, 0.323]]}

Entry 12:
{"formula": "C5H10FNO4", "method": "wB97M-V/def2-TZVPD", "total_energy_ha": -652.103387, "homo_energy_ha": -0.379, "relative_energy_ev": 0.000, "smiles": "N[C@@H](CCC(=O)O)C(=O)O.F", "gap_ev": 10.64, "lumo_energy_ev": 0.318, "species": ["C", "C", "C", "C", "C", "H", "H", "H", "H", "H", "H", "H", "H", "H", "H", "N", "O", "O", "O", "O", "F"], "coordinates": [[-1.227, -0.063, -0.165], [-2.518, -0.941, -0.408], [0.101, -0.821, 0.159], [1.300, 0.094, -0.207], [2.731, -0.513, -0.174], [-0.016, 1.878, -0.929], [-0.943, 1.910, 0.814], [-1.485, 0.626, 1.739], [-1.051, 0.480, -1.155], [0.182, -1.101, 1.224], [0.168, -1.786, -0.471], [1.229, 0.491, -1.209], [1.324, 0.924, 0.417], [3.926, -1.586, 0.656], [-3.138, 0.666, 0.340], [-1.540, 0.973, 0.840], [-2.430, -2.082, -0.855], [3.591, -0.201, -0.963], [3.060, -1.376, 0.831], [-3.568, -0.212, 0.016], [0.303, 2.641, -0.500]]}